{
  "formula": "C4H12",
  "method": "ωB97M-V/def2-TZVPD",
  "symbols": ["C", "C", "H", "H", "H", "H", "H", "H", "C", "C", "H", "H", "H", "H", "H", "H"],
  "xyz": [[2.02586, -0.53952, 1.09156], [1.49789, 0.85206, 1.53549], [3.05746, -0.70981, 1.47078], [1.22190, -1.34158, 1.32407], [2.38236, -0.53647, 0.02045], [1.62113, 1.71600, 1.00237], [0.38671, 0.75896, 1.55745], [1.67942, 0.84540, 2.62327], [-1.23167, -0.08936, -0.75821], [-2.19992, -0.18201, -1.92045], [-0.23727, 0.47123, -0.93643], [-1.62940, 0.51362, 0.06231], [-0.85436, -1.06062, -0.50374], [-2.01097, -0.81370, -2.82728], [-2.65116, 0.88892, -2.08808], [-3.05799, -0.77313, -1.65355]],
  "e_tot_ev": -4341.1359,
  "total_charge": 0,
  "largest_force_ev_per_a": 5.23,
  "e_above_lowest_ev": 1.392,
  "smiles": "CC.CC",
  "spin_multiplicity": 1
}

***

{
  "formula": "C4H12",
  "method": "ωB97M-V/def2-TZVPD",
  "symbols": ["C", "C", "H", "H", "H", "H", "H", "H", "C", "C", "H", "H", "H", "H", "H", "H"],
  "xyz": [[2.81567, -0.16749, 1.51504], [1.80439, -0.88591, 0.60502], [2.37210, 0.65027, 2.09382], [3.13838, -0.85795, 2.29152], [3.60800, 0.25081, 0.90705], [1.01428, -1.32199, 1.21598], [2.34227, -1.69890, 0.11312], [1.39699, -0.24514, -0.17043], [-2.53575, -0.20182, -0.94511], [-2.06995, 1.24146, -1.17715], [-1.75271, -0.80233, -0.51436], [-3.30655, -0.20237, -0.17145], [-2.86555, -0.76840, -1.81379], [-1.29373, 1.46130, -0.44382], [-1.63891, 1.37940, -2.16832], [-2.87819, 1.95345, -1.02117]],
  "e_tot_ev": -4342.3374,
  "total_charge": 0,
  "largest_force_ev_per_a": 1.03,
  "e_above_lowest_ev": 0.191,
  "smiles": "CC.CC",
  "spin_multiplicity": 1
}

***

{
  "formula": "C4H12",
  "method": "ωB97M-V/def2-TZVPD",
  "symbols": ["C", "C", "H", "H", "H", "H", "H", "H", "C", "C", "H", "H", "H", "H", "H", "H"],
  "xyz": [[0.46996, -0.95257, 1.02565], [0.21655, -2.22204, 1.86150], [0.68236, 0.02153, 1.32255], [1.06249, -1.03075, -0.02175], [-0.62799, -0.90160, 0.60903], [-0.47117, -2.92659, 1.32527], [-0.22409, -2.10569, 2.77172], [1.07134, -2.89472, 2.00028], [-0.91629, 1.23448, -1.26224], [0.45282, 1.87596, -1.40046], [-1.57000, 1.93733, -0.55681], [-1.54393, 1.15999, -2.23577], [-0.78315, 0.20429, -1.13166], [0.50696, 2.47545, -2.27676], [1.27499, 1.28079, -1.26302], [0.39914, 2.84413, -0.76753]],
  "e_tot_ev": -4340.3623,
  "total_charge": 0,
  "largest_force_ev_per_a": 5.91,
  "e_above_lowest_ev": 2.166,
  "smiles": "CC.CC",
  "spin_multiplicity": 1
}

***

{
  "formula": "C4H12",
  "method": "ωB97M-V/def2-TZVPD",
  "symbols": ["C", "C", "H", "H", "H", "H", "H", "H", "C", "C", "H", "H", "H", "H", "H", "H"],
  "xyz": [[1.92259, 1.07367, 1.52672], [1.91091, -0.16800, 0.60228], [1.90687, 1.89149, 0.79977], [1.03610, 1.15493, 2.19835], [2.87927, 1.09864, 2.00092], [1.03296, -0.38358, 0.01682], [2.77072, 0.04441, -0.10239], [1.89627, -1.10850, 1.13210], [-1.70029, 0.26775, -0.85383], [-2.07060, -1.24472, -1.13413], [-1.81896, 0.48985, 0.20178], [-0.72553, 0.48890, -1.24586], [-2.53098, 1.02510, -1.28306], [-1.71936, -1.62267, -2.17060], [-3.13661, -1.08197, -1.28509], [-1.65337, -1.92529, -0.40380]],
  "e_tot_ev": -4341.4363,
  "total_charge": 0,
  "largest_force_ev_per_a": 3.06,
  "e_above_lowest_ev": 1.092,
  "smiles": "CC.CC",
  "spin_multiplicity": 1
}

***

{
  "formula": "C4H12",
  "method": "ωB97M-V/def2-TZVPD",
  "symbols": ["C", "C", "H", "H", "H", "H", "H", "H", "C", "C", "H", "H", "H", "H", "H", "H"],
  "xyz": [[-0.54424, -1.92629, 2.06956], [-0.15472, -1.55501, 0.70157], [-1.60055, -1.69925, 2.23045], [-0.38517, -3.01436, 2.28078], [-0.01034, -1.31091, 2.82311], [0.70479, -2.14341, 0.34624], [-0.00937, -0.41803, 0.58667], [-0.93400, -1.67258, -0.05100], [0.58275, 1.95802, -0.65798], [0.10325, 1.50165, -2.09487], [0.28419, 1.21342, 0.08484], [1.68402, 1.83915, -0.51757], [0.19879, 2.94437, -0.55480], [0.07392, 0.48089, -2.25048], [-0.86709, 1.85531, -2.34137], [0.93858, 2.05524, -2.74659]],
  "e_tot_ev": -4341.5888,
  "total_charge": 0,
  "largest_force_ev_per_a": 4.92,
  "e_above_lowest_ev": 0.939,
  "smiles": "CC.CC",
  "spin_multiplicity": 1
}

***

{
  "formula": "C4H12",
  "method": "ωB97M-V/def2-TZVPD",
  "symbols": ["C", "C", "H", "H", "H", "H", "H", "H", "C", "C", "H", "H", "H", "H", "H", "H"],
  "xyz": [[2.77379, 0.43175, -0.56746], [2.19006, -0.92801, -0.04198], [2.05977, 1.22481, -0.08905], [3.86028, 0.64538, -0.38679], [2.60339, 0.67853, -1.53110], [2.80602, -1.29941, 0.78412], [2.06633, -1.71085, -0.89268], [1.05824, -0.80117, 0.19904], [-2.53656, -0.34725, -0.16931], [-2.37038, 0.79235, 0.88727], [-3.46712, -0.94156, 0.02522], [-2.41097, 0.04861, -1.29902], [-1.79724, -1.20015, -0.13478], [-2.99557, 1.65065, 0.53576], [-1.43518, 1.36859, 0.77911], [-2.40487, 0.38773, 1.90165]],
  "e_tot_ev": -4341.1080,
  "total_charge": 0,
  "largest_force_ev_per_a": 4.35,
  "e_above_lowest_ev": 1.420,
  "smiles": "CC.CC",
  "spin_multiplicity": 1
}

***

{
  "formula": "C4H12",
  "method": "ωB97M-V/def2-TZVPD",
  "symbols": ["C", "C", "H", "H", "H", "H", "H", "H", "C", "C", "H", "H", "H", "H", "H", "H"],
  "xyz": [[1.11552, 1.98636, -1.91953], [1.57123, 1.39930, -0.64079], [1.92238, 2.44533, -2.47039], [0.57163, 1.24614, -2.50300], [0.31680, 2.69560, -1.76796], [2.55450, 0.87206, -0.76299], [0.78236, 0.69808, -0.29198], [1.97851, 2.07133, 0.26428], [-1.24339, -1.60597, 1.97729], [-1.52797, -1.77422, 0.49477], [-1.10472, -2.56146, 2.59948], [-0.22290, -1.24541, 2.13580], [-1.95306, -0.95961, 2.45192], [-0.66189, -1.40456, -0.05682], [-1.72107, -2.76344, 0.12851], [-2.37791, -1.09952, 0.36140]],
  "e_tot_ev": -4341.6358,
  "total_charge": 0,
  "largest_force_ev_per_a": 3.68,
  "e_above_lowest_ev": 0.892,
  "smiles": "CC.CC",
  "spin_multiplicity": 1
}

***

{
  "formula": "C4H12",
  "method": "ωB97M-V/def2-TZVPD",
  "symbols": ["C", "C", "H", "H", "H", "H", "H", "H", "C", "C", "H", "H", "H", "H", "H", "H"],
  "xyz": [[0.31444, -1.10350, -1.15698], [0.44545, -2.01180, -2.36685], [-0.64168, -1.31610, -0.66482], [1.11930, -1.20640, -0.43079], [0.21584, -0.03826, -1.37774], [-0.26771, -1.74489, -3.14995], [0.30158, -3.04825, -2.07243], [1.40958, -1.86702, -2.86053], [-0.72450, 0.95210, 1.46408], [-0.07245, 2.23194, 1.97929], [-0.65599, 0.67696, 0.42074], [-0.22371, 0.10509, 1.95144], [-1.75022, 0.82027, 1.81644], [-0.04148, 3.13390, 1.37124], [0.99666, 2.01099, 2.08210], [-0.42509, 2.40495, 2.99476]],
  "e_tot_ev": -4342.1684,
  "total_charge": 0,
  "largest_force_ev_per_a": 1.35,
  "e_above_lowest_ev": 0.360,
  "smiles": "CC.CC",
  "spin_multiplicity": 1
}

***

{
  "formula": "C4H12",
  "method": "ωB97M-V/def2-TZVPD",
  "symbols": ["C", "C", "H", "H", "H", "H", "H", "H", "C", "C", "H", "H", "H", "H", "H", "H"],
  "xyz": [[-1.97704, -0.04319, -1.09226], [-1.10484, -0.51015, -2.17676], [-2.98540, -0.34506, -1.27523], [-1.74605, -0.39797, -0.10169], [-1.93304, 1.02616, -0.90676], [-0.11839, -0.26841, -1.88064], [-1.38484, -1.67590, -2.26509], [-1.42853, -0.10027, -3.19850], [1.98505, 0.83396, 1.90986], [1.26138, -0.28809, 1.23786], [2.03836, 0.73741, 3.01122], [2.93616, 1.11589, 1.32853], [1.38379, 1.73691, 1.82585], [0.47316, -0.55762, 1.89912], [1.77169, -1.14390, 1.33511], [0.82854, -0.11977, 0.34936]],
  "e_tot_ev": -4341.2773,
  "total_charge": 0,
  "largest_force_ev_per_a": 4.12,
  "e_above_lowest_ev": 1.251,
  "smiles": "CC.CC",
  "spin_multiplicity": 1
}

***

{
  "formula": "C4H12",
  "method": "ωB97M-V/def2-TZVPD",
  "symbols": ["C", "C", "H", "H", "H", "H", "H", "H", "C", "C", "H", "H", "H", "H", "H", "H"],
  "xyz": [[-0.52658, 0.00987, -1.97486], [0.76988, 0.64674, -2.47736], [-1.40699, 0.59540, -2.23707], [-0.61081, -0.99142, -2.39001], [-0.54210, -0.07490, -0.88691], [1.54491, -0.10711, -2.57855], [1.13375, 1.41902, -1.79783], [0.62721, 1.06166, -3.47267], [-0.82817, -0.22821, 2.50974], [0.56548, -0.40087, 1.92867], [-1.19094, -1.19882, 2.86511], [-0.82541, 0.43324, 3.37641], [-1.55794, 0.12287, 1.77623], [1.16351, 0.50985, 2.00134], [0.50866, -0.67396, 0.87771], [1.17554, -1.12334, 2.48003]],
  "e_tot_ev": -4342.3967,
  "total_charge": 0,
  "largest_force_ev_per_a": 0.65,
  "e_above_lowest_ev": 0.132,
  "smiles": "CC.CC",
  "spin_multiplicity": 1
}